77
Properties=species:S:1:pos:R:3 method="wB97M-V/def2-TZVPD" e_above_lowest_kcal_mol=98.3 molar_mass_g_mol=763.550 fmax_ev_per_a=1.6 total_charge=+1 orbital_gap_ha="0.2037 / 0.2030" e_lumo_ev="-4.87 / -4.89"
Pt 0.2122 0.0081 0.4304
C 1.6601 2.9756 -3.6299
Si 1.7888 1.7681 -2.1746
C 2.6416 0.2173 -2.8346
C 2.7788 2.7027 -0.8642
C 0.0204 1.4157 -1.5527
C -0.3999 2.5406 -0.7088
C -0.8834 3.7742 -1.1492
C -1.2231 4.7341 -0.2163
C -1.0827 4.4508 1.1384
C -0.6124 3.2050 1.5009
N -0.2682 2.2946 0.5952
Si -1.4020 0.7749 -2.6449
C -1.8445 1.9978 -4.0251
C -1.1145 -0.8340 -3.5934
C -2.8604 0.6258 -1.4418
H 2.6643 3.2993 -3.9102
H 1.0894 3.8697 -3.3752
H 1.2025 2.5174 -4.5074
H 3.7249 0.3444 -2.8533
H 2.3143 0.0238 -3.8586
H 2.4058 -0.6602 -2.2355
H 3.8258 2.7954 -1.1611
H 2.7378 2.2300 0.1140
H 2.3870 3.7171 -0.7547
H -0.9771 3.9648 -2.2068
H -1.5965 5.6971 -0.5382
H -1.3377 5.1813 1.8916
H -0.5008 2.9320 2.5434
H -1.0298 2.0779 -4.7463
H -2.0935 3.0009 -3.6836
H -2.7162 1.6122 -4.5569
H -0.0568 -1.0038 -3.7960
H -1.6318 -0.7814 -4.5522
H -1.5002 -1.7007 -3.0575
H -3.2122 1.6139 -1.1369
H -2.5736 0.0913 -0.5313
H -3.7069 0.1010 -1.8869
O 2.4297 0.1360 0.9177
N 3.2287 -0.8062 0.4725
C 4.4041 -0.4707 -0.1034
C 5.2792 -1.4289 -0.5326
C 4.9579 -2.7765 -0.3475
C 3.7641 -3.1033 0.2498
C 2.8668 -2.1011 0.6392
S 1.3204 -2.4161 1.2780
H 4.5936 0.5891 -0.1736
H 6.2104 -1.1300 -0.9898
H 5.6373 -3.5499 -0.6769
H 3.4789 -4.1288 0.4348
C -1.8811 -2.8797 -0.3027
N -0.8907 -3.4392 -1.2018
C 0.2005 -2.7793 -1.6412
N 1.0334 -3.4815 -2.4592
O 0.4915 -1.6144 -1.3349
H -2.0246 -3.5306 0.5592
H -2.8354 -2.7447 -0.8140
H -1.5303 -1.9121 0.0480
H -1.0232 -4.3941 -1.4851
H 0.7408 -4.3357 -2.8996
H 1.7646 -2.9604 -2.9107
C 0.5542 -2.3053 4.4356
Ge -0.8733 -1.0285 3.9766
C -2.5977 -1.9825 3.9853
C -0.9210 0.2854 5.4629
C -0.6249 0.1499 2.4022
H 0.4253 -2.6023 5.4773
H 1.5382 -1.8562 4.3182
H 0.5009 -3.1939 3.8138
H -2.7845 -2.3093 5.0080
H -2.5867 -2.8619 3.3422
H -3.4194 -1.3353 3.6798
H -1.1358 -0.2326 6.3964
H -1.6967 1.0337 5.2986
H 0.0400 0.7902 5.5581
H 0.0830 0.9036 2.7546
H -1.5820 0.6358 2.1960